*one*
{
  "formula": "C2H9NO2",
  "method": "wB97M-V/def2-TZVPD",
  "gap_ev": [9.5650, 7.2438],
  "total_charge": 0,
  "elements": ["C", "N", "O", "H", "H", "H", "H", "H", "C", "O", "H", "H", "H", "H"],
  "xyz": [[2.75, -0.65, 0.34], [-0.03, -0.03, -0.31], [2.08, 0.19, -0.52], [0.10, -0.21, -1.29], [0.06, 0.94, -0.06], [2.56, -1.72, 0.16], [3.84, -0.50, 0.22], [2.53, -0.46, 1.41], [-2.39, 0.40, -0.39], [-2.58, 1.35, 0.58], [-2.80, 0.93, 1.42], [-2.35, 0.83, -1.38], [-2.95, -0.53, -0.29], [-0.81, -0.53, 0.13]],
  "mulliken_charge": [-0.483, -0.582, -0.447, 0.289, 0.310, 0.217, 0.254, 0.213, -0.592, -0.451, 0.320, 0.285, 0.389, 0.278]
}

*two*
{
  "formula": "C2H9NO2",
  "method": "wB97M-V/def2-TZVPD",
  "gap_ev": 9.0128,
  "total_charge": 0,
  "elements": ["C", "C", "N", "H", "H", "H", "H", "H", "O", "H", "H", "O", "H", "H"],
  "xyz": [[0.33, -0.91, 0.92], [0.54, -0.36, -0.27], [1.48, 0.68, -0.47], [0.81, -0.61, 1.84], [-0.27, -1.82, 0.93], [0.49, -0.95, -1.18], [1.56, 1.37, 0.26], [1.30, 1.16, -1.34], [-3.84, -3.92, -1.21], [-3.00, -3.54, -1.50], [-3.96, -3.57, -0.32], [1.81, 4.13, 1.01], [1.58, 4.63, 1.80], [2.52, 4.56, 0.54]],
  "mulliken_charge": [-0.720, 0.018, -0.493, 0.253, 0.215, 0.267, 0.219, 0.239, -0.639, 0.319, 0.320, -0.635, 0.318, 0.317]
}

*three*
{
  "formula": "C2H9NO2",
  "method": "wB97M-V/def2-TZVPD",
  "gap_ev": 9.7994,
  "total_charge": 0,
  "elements": ["N", "C", "O", "H", "H", "H", "H", "H", "C", "O", "H", "H", "H", "H"],
  "xyz": [[1.00, -1.76, 0.76], [2.01, -0.80, 0.25], [1.37, 0.47, 0.58], [0.65, -1.47, 1.72], [0.13, -1.64, 0.27], [2.94, -0.84, 0.81], [2.22, -1.00, -0.88], [0.59, 0.75, -0.02], [-2.64, 0.88, -0.47], [-1.38, 1.05, -1.09], [-2.43, 1.13, 0.58], [-3.43, 1.36, -0.94], [-2.87, -0.38, -0.50], [-0.87, 1.79, -0.91]],
  "mulliken_charge": [-0.659, -0.068, -0.538, 0.285, 0.244, 0.229, 0.221, 0.302, -0.496, -0.539, 0.270, 0.285, 0.156, 0.306]
}

Most stable of them? *two*.

*one*
{
  "formula": "C3H5NO2S",
  "method": "wB97M-V/def2-TZVPD",
  "gap_ev": 10.0412,
  "total_charge": 0,
  "elements": ["C", "N", "O", "C", "S", "C", "O", "H", "H", "H", "H", "H"],
  "xyz": [[-3.33, -0.61, -0.21], [-2.35, -0.10, 0.39], [-1.35, 0.02, -0.43], [-0.45, 0.72, 0.41], [1.24, 0.81, -0.18], [1.98, -0.82, 0.26], [3.24, -0.83, -0.10], [-4.27, -0.92, 0.40], [-3.27, -0.92, -1.27], [-0.72, 0.30, 1.56], [-0.79, 1.78, 0.31], [1.15, -1.68, 0.59]],
  "mulliken_charge": [-0.321, -0.399, -0.082, -0.286, -0.006, 0.178, -0.473, 0.229, 0.292, 0.342, 0.275, 0.251]
}

*two*
{
  "formula": "C3H5NO2S",
  "method": "wB97M-V/def2-TZVPD",
  "gap_ev": 10.2354,
  "total_charge": 0,
  "elements": ["O", "C", "N", "C", "O", "C", "S", "H", "H", "H", "H", "H"],
  "xyz": [[-3.33, 0.62, 0.12], [-2.32, 0.14, 0.27], [-1.26, -0.33, 0.54], [0.00, -0.85, 0.11], [-0.05, -1.31, -1.24], [1.03, 0.18, 0.50], [0.73, 1.94, -0.19], [0.11, -1.67, 0.87], [0.34, -0.49, -1.80], [0.96, 0.32, 1.55], [2.07, -0.14, 0.38], [1.70, 1.58, -1.12]],
  "mulliken_charge": [-0.393, 0.527, -0.276, 0.326, -0.510, -1.107, -0.139, 0.265, 0.361, 0.392, 0.425, 0.129]
}

*three*
{
  "formula": "C3H5NO2S",
  "method": "wB97M-V/def2-TZVPD",
  "gap_ev": 6.1761,
  "total_charge": 0,
  "elements": ["C", "C", "C", "H", "H", "H", "H", "H", "N", "O", "O", "S"],
  "xyz": [[-0.18, -0.99, 0.29], [-0.99, 0.44, 0.02], [1.19, -0.24, 0.06], [-1.11, -3.33, 0.19], [-0.34, -1.42, 1.25], [-1.59, 0.87, 0.89], [-1.67, 0.34, -0.87], [1.76, 3.06, 0.19], [0.46, 0.95, -0.41], [-0.67, -1.72, -0.99], [2.30, -0.44, 0.56], [0.85, 2.49, -1.17]],
  "mulliken_charge": [0.126, -0.506, 0.291, 0.281, 0.478, 0.252, 0.254, 0.155, -0.064, -0.561, -0.552, -0.155]
}

*four*
{
  "formula": "C3H5NO2S",
  "method": "wB97M-V/def2-TZVPD",
  "gap_ev": 9.8750,
  "total_charge": 0,
  "elements": ["C", "C", "O", "S", "N", "C", "O", "H", "H", "H", "H", "H"],
  "xyz": [[-2.43, -0.10, -0.06], [-0.95, 0.29, -0.01], [-0.60, 1.49, -0.01], [0.13, -1.02, 0.12], [1.53, 0.07, -0.07], [2.80, -0.29, -0.13], [3.73, 0.49, 0.09], [-2.67, -0.84, -0.83], [-3.02, 0.86, -0.11], [-2.61, -0.57, 0.94], [1.18, 1.02, 0.58], [2.91, -1.41, -0.52]],
  "mulliken_charge": [-1.011, 0.706, -0.568, -0.034, -0.220, 0.291, -0.547, 0.345, 0.258, 0.300, 0.325, 0.154]
}

Most stable of them? *two*.

*one*
{
  "formula": "C3H5NO2S",
  "method": "wB97M-V/def2-TZVPD",
  "gap_ev": 8.2637,
  "total_charge": 0,
  "elements": ["C", "C", "C", "H", "H", "H", "H", "H", "N", "O", "O", "S"],
  "xyz": [[1.64, -0.67, -0.75], [0.23, -0.49, -1.26], [-1.60, 1.07, 1.34], [1.87, -0.86, 0.56], [0.28, 0.66, -1.18], [0.00, -1.08, -2.24], [0.06, -0.31, 1.62], [-2.30, 1.11, 0.45], [-0.64, 0.13, 1.06], [-0.76, -0.71, -0.10], [-1.65, 1.61, 2.45], [2.86, -0.46, -1.95]],
  "mulliken_charge": [-0.233, -0.075, 0.165, 0.159, 0.267, 0.360, 0.210, 0.288, -0.116, -0.299, -0.563, -0.163]
}

*two*
{
  "formula": "C3H5NO2S",
  "method": "wB97M-V/def2-TZVPD",
  "gap_ev": 10.4256,
  "total_charge": 0,
  "elements": ["C", "C", "C", "N", "O", "O", "S", "H", "H", "H", "H", "H"],
  "xyz": [[-1.12, -0.15, -0.56], [-0.61, -0.43, 0.93], [0.04, 0.81, -0.62], [0.48, 0.52, 0.88], [2.82, 0.68, 0.02], [1.76, -1.44, -0.49], [1.60, -0.03, -0.21], [-1.27, -0.93, -1.28], [-2.09, 0.40, -0.47], [-1.30, -0.28, 1.86], [-0.28, -1.40, 1.03], [-0.05, 2.25, -1.09]],
  "mulliken_charge": [-0.495, -0.345, -0.040, -0.332, -0.562, -0.549, 0.927, 0.278, 0.254, 0.279, 0.302, 0.284]
}

Most stable of them? *one*.

*one*
{
  "formula": "C5H12NO",
  "method": "wB97M-V/def2-TZVPD",
  "gap_ev": 6.1327,
  "total_charge": -1,
  "elements": ["C", "O", "C", "C", "C", "C", "N", "H", "H", "H", "H", "H", "H", "H", "H", "H", "H", "H", "H"],
  "xyz": [[0.00, -2.19, 1.87], [0.43, -2.27, 3.11], [-0.59, -0.80, 1.42], [-1.17, -0.88, 0.03], [-1.30, 0.58, -0.50], [2.05, 2.22, -1.80], [-1.31, 1.22, -1.67], [-0.90, -2.89, 1.70], [0.70, -2.41, 1.01], [-1.36, -0.55, 2.17], [0.20, -0.09, 1.69], [-2.22, -1.15, -0.05], [-0.57, -1.50, -0.63], [-1.63, 1.22, 0.35], [-0.43, 0.52, -1.44], [2.88, 1.57, -2.05], [2.34, 2.96, -1.06], [1.16, 1.71, -1.43], [1.72, 2.73, -2.71]],
  "mulliken_charge": [-0.461, -0.843, -0.611, -0.427, -0.080, -0.689, -0.689, 0.116, 0.145, 0.253, 0.395, 0.253, 0.342, 0.385, 0.173, 0.247, 0.263, -0.026, 0.254]
}

*two*
{
  "formula": "C5H12NO",
  "method": "wB97M-V/def2-TZVPD",
  "gap_ev": 6.7811,
  "total_charge": -1,
  "elements": ["C", "C", "N", "C", "C", "C", "O", "H", "H", "H", "H", "H", "H", "H", "H", "H", "H", "H", "H"],
  "xyz": [[2.20, 2.20, 0.19], [1.12, 1.34, 0.87], [0.52, 0.38, -0.01], [0.28, -1.00, 0.58], [-1.19, -1.27, 0.69], [-1.61, -1.46, -0.80], [-1.48, -0.34, -1.54], [2.76, 1.64, -0.59], [2.87, 2.82, 0.77], [1.62, 2.92, -0.44], [1.54, 0.92, 1.81], [0.34, 2.06, 1.16], [-0.08, 0.11, -0.91], [0.65, -0.93, 1.62], [0.92, -1.79, 0.18], [-1.76, -0.55, 1.27], [-1.32, -2.18, 1.29], [-2.64, -1.92, -0.82], [-0.99, -2.34, -1.14]],
  "mulliken_charge": [-1.163, -0.306, -0.177, -0.937, -0.477, -0.425, -0.870, 0.331, 0.343, 0.238, 0.279, 0.215, 0.398, 0.328, 0.237, 0.261, 0.270, 0.296, 0.160]
}

Most stable of them? *two*.

*one*
{
  "formula": "C5H12NO",
  "method": "wB97M-V/def2-TZVPD",
  "gap_ev": 5.7307,
  "total_charge": -1,
  "elements": ["C", "C", "N", "C", "C", "C", "O", "H", "H", "H", "H", "H", "H", "H", "H", "H", "H", "H", "H"],
  "xyz": [[-0.42, -1.86, -2.56], [0.14, -1.48, -1.17], [-0.96, -1.27, -0.29], [0.57, 0.03, 1.24], [-0.56, -0.98, 1.07], [0.17, 1.44, 1.07], [0.84, 2.46, 1.33], [0.35, -1.98, -3.33], [-1.05, -1.01, -2.87], [-1.06, -2.73, -2.44], [0.81, -2.33, -0.86], [0.79, -0.60, -1.28], [0.77, 7.66, -1.04], [1.35, -0.09, 1.98], [0.77, 0.64, 0.23], [0.26, 8.13, -0.80], [-1.42, -0.60, 1.64], [-0.87, 1.48, 0.73], [-0.26, -1.93, 1.57]],
  "mulliken_charge": [-1.201, -0.134, -0.723, -0.259, -0.742, -0.095, -0.658, 0.350, 0.261, 0.317, 0.176, 0.116, -0.001, 0.406, 0.013, 0.001, 0.393, 0.431, 0.349]
}

*two*
{
  "formula": "C5H12NO",
  "method": "wB97M-V/def2-TZVPD",
  "gap_ev": 6.0381,
  "total_charge": -1,
  "elements": ["C", "C", "N", "C", "C", "C", "O", "H", "H", "H", "H", "H", "H", "H", "H", "H", "H", "H", "H"],
  "xyz": [[-2.55, -1.15, 0.23], [-1.15, -0.69, -0.20], [-0.37, -0.33, 0.97], [1.08, -0.35, 0.78], [1.61, 0.27, -0.51], [1.47, 1.84, -0.58], [2.35, 2.53, 0.13], [-2.91, -0.61, 1.09], [-2.45, -2.21, 0.55], [-3.25, -1.26, -0.59], [-0.62, -1.49, -0.70], [-1.23, 0.12, -0.94], [-0.62, 0.61, 1.26], [1.43, -1.38, 0.90], [1.51, 0.22, 1.61], [1.17, -0.19, -1.40], [2.69, 0.06, -0.58], [0.37, 2.00, -0.31], [1.48, 2.02, -1.70]],
  "mulliken_charge": [-1.182, -0.367, -0.403, -0.837, -0.526, -0.311, -0.863, 0.333, 0.264, 0.357, 0.336, 0.246, 0.361, 0.287, 0.358, 0.346, 0.388, 0.045, 0.168]
}

*three*
{
  "formula": "C5H12NO",
  "method": "wB97M-V/def2-TZVPD",
  "gap_ev": 6.9575,
  "total_charge": -1,
  "elements": ["C", "O", "C", "H", "H", "H", "H", "H", "N", "C", "C", "C", "H", "H", "H", "H", "H", "H", "H"],
  "xyz": [[0.07, -2.33, 0.28], [0.57, -1.16, -0.17], [0.98, -3.02, 1.31], [-0.09, -3.07, -0.55], [-0.93, -2.22, 0.76], [0.55, -3.99, 1.62], [1.06, -2.38, 2.19], [1.97, -3.16, 0.88], [-0.98, 2.13, 1.19], [0.09, 1.85, 0.19], [-0.41, 1.10, -2.12], [-0.44, 2.05, -1.20], [-0.73, 1.63, 2.03], [-1.83, 1.68, 0.87], [0.44, 0.81, 0.27], [0.88, 2.58, 0.35], [-0.80, 1.30, -3.11], [-0.03, 0.12, -1.85], [-0.84, 3.04, -1.43]],
  "mulliken_charge": [-0.466, -0.813, -1.087, 0.202, 0.227, 0.370, 0.252, 0.261, -0.772, 0.097, -0.554, -0.376, 0.231, 0.266, 0.153, 0.189, 0.255, 0.256, 0.309]
}

Most stable of them? *two*.